Record 1
# CHF3OS2

A 2-piece molecular cluster, CHF3OS2 overall (ωB97M-V/def2-TZVPD, the Open Molecules 2025 dataset).

- Kohn-Sham gap (alpha / beta) (eV) = 7.23 / 7.23
- largest force on an atom (hartree/bohr) = 0.061
- total charge = 0
- LUMO (alpha / beta) (eV) = -3.4 / -3.4

Structure (XYZ):
```
8
Properties=species:S:1:pos:R:3:forces:R:3
C 2.30587 -1.28143 -0.38972 -1.63 0.10 1.11
O 1.30448 -0.54570 -0.75806 -0.54 1.89 -0.45
F 3.43454 -1.13588 -1.07864 0.38 0.00 0.00
F 1.86057 -2.54079 -0.49289 0.97 -1.66 0.11
F 2.59365 -1.11182 0.97139 0.30 -0.03 -1.15
S -1.26619 0.42029 -1.01537 -0.18 -0.07 -0.12
S 0.12579 0.91643 -2.14969 2.02 0.78 2.24
H 0.99316 1.68930 -1.21090 -1.31 -1.01 -1.72
```
Forces are in eV/Å.

Record 2
# C5H11NOS

The molecule C5H11NOS (ωB97M-V/def2-TZVPD, the Open Molecules 2025 dataset).

- Kohn-Sham gap (eV) = 9.97
- largest force on an atom (hartree/bohr) = 0.089
- SMILES = O=CNCCCCS
- total charge = 0
- LUMO (eV) = 0.8

Structure (XYZ):
```
19
Properties=species:S:1:pos:R:3:forces:R:3
O 0.60967 3.18835 -1.97554 -0.37 2.42 -0.97
C -0.13017 3.49797 -1.06187 1.12 -3.79 1.05
N -0.38586 2.38844 -0.22345 -0.57 1.10 0.37
C 0.25836 1.11819 -0.61562 -0.92 -0.87 -0.27
C 0.86457 0.40559 0.58643 1.01 -1.42 -1.80
C 0.67834 -1.12755 0.60515 4.06 -0.64 -1.99
C -0.67350 -1.65141 0.93983 0.64 -1.11 1.71
S -0.55780 -3.50466 0.76775 1.36 0.96 2.36
H -0.48384 4.48440 -0.75664 -0.22 0.03 -0.15
H -1.02249 2.37461 0.61600 1.13 0.23 -1.54
H -0.47441 0.48309 -1.17805 0.24 0.32 0.68
H 1.08792 1.17711 -1.34908 -0.85 0.91 0.53
H 0.70577 0.83725 1.51479 -1.25 0.84 1.90
H 1.92589 0.62183 0.48328 0.36 -0.40 0.05
H 1.09776 -1.63279 -0.42491 -1.56 1.54 1.85
H 1.56289 -1.53707 1.19802 -1.59 0.29 0.14
H -0.92872 -1.49592 2.01812 0.34 -0.11 -0.75
H -1.39218 -1.08013 0.41590 -1.13 -0.13 -1.03
H -1.31567 -3.84038 -0.17642 -1.80 -0.18 -2.14
```
Forces are in eV/Å.

Record 3
# C4H12

A 2-piece molecular cluster, C4H12 overall (ωB97M-V/def2-TZVPD, the Open Molecules 2025 dataset).

- Kohn-Sham gap (eV) = 12.48
- largest force on an atom (hartree/bohr) = 0.052
- SMILES = CC.CC
- total charge = 0
- LUMO (eV) = 1.1

Structure (XYZ):
```
16
Properties=species:S:1:pos:R:3:forces:R:3
C -0.49905 0.30975 -1.50322 0.28 -0.21 1.16
C -0.60165 0.56756 -2.98319 -2.34 0.70 -0.30
H -1.43629 0.16639 -0.95347 -0.25 -0.64 -0.72
H 0.12154 -0.57378 -1.44144 0.23 -0.20 0.97
H -0.12505 1.13175 -0.85916 0.62 -0.23 -0.91
H 0.38000 0.83736 -3.39829 -0.56 0.45 0.05
H -1.44475 1.39616 -2.99813 1.89 -1.44 -1.18
H -0.91365 -0.38528 -3.55151 0.10 1.58 0.91
C 1.10847 -0.21650 1.77146 1.86 0.87 -0.88
C -0.04017 -0.63139 2.64132 -0.25 0.78 0.60
H 2.05562 -0.39852 2.32265 -0.44 0.28 -0.24
H 1.27172 -0.75539 0.83320 -0.56 -0.33 0.14
H 1.14642 0.85507 1.41276 -0.36 -0.92 0.86
H -0.19051 -1.67353 2.68465 0.22 -1.52 -0.18
H 0.18377 -0.36068 3.68294 -0.40 0.29 -0.28
H -1.01641 -0.26899 2.33942 -0.05 0.54 0.00
```
Forces are in eV/Å.

Record 4
# C50H59N6O4P2Ti

C50H59N6O4P2Ti as an isolated structure (ωB97M-V/def2-TZVPD, the Open Molecules 2025 dataset).

- Kohn-Sham gap (eV) = 7.43
- largest force on an atom (hartree/bohr) = 0.049
- total charge = +1
- LUMO (eV) = -2.8

Structure (XYZ):
```
122
Properties=species:S:1:pos:R:3:forces:R:3
Ti -0.32809 0.10902 -0.70352 1.09 -0.70 2.18
O -0.49148 -4.36061 -0.98478 0.02 -0.13 -0.05
C 0.40308 -4.42033 -1.99360 0.13 0.20 -0.11
C 0.77956 -5.69416 -2.41570 -0.01 -0.07 0.01
C 1.68180 -5.85404 -3.44553 -0.03 -0.04 0.03
C 2.22519 -4.74596 -4.09338 0.05 0.00 -0.06
C 1.85526 -3.48340 -3.69012 -0.04 0.02 0.05
C 0.95078 -3.29323 -2.63723 -0.08 -0.15 0.27
C 0.58040 -1.92393 -2.26032 -0.05 0.08 -0.45
O -0.10287 -1.70717 -1.14582 -0.02 -0.82 -0.67
N 0.88551 -0.94247 -3.05310 0.11 -0.14 -0.36
N 0.28093 0.21938 -2.60929 -0.16 -0.26 -0.43
C 0.09051 1.16189 -3.46922 -0.06 -0.10 -0.05
C -0.84935 2.22934 -3.26972 -0.01 -0.05 0.19
C -1.02415 3.21106 -4.25745 0.04 -0.02 -0.09
C -2.08925 4.07747 -4.20864 -0.02 0.05 0.02
C -3.02797 3.95154 -3.17895 0.09 0.02 -0.06
C -2.86748 3.00918 -2.18713 -0.01 -0.01 0.25
C -1.75594 2.16334 -2.19067 -0.07 0.36 -0.37
O -1.58069 1.27233 -1.23092 -0.78 1.16 -0.50
H -0.64189 -3.43634 -0.74411 0.00 0.18 0.07
H 0.33829 -6.54682 -1.91558 0.02 0.02 0.01
H 1.96480 -6.85426 -3.74912 -0.01 0.03 -0.02
H 2.92291 -4.87588 -4.90967 0.00 0.00 0.03
H 2.25304 -2.60314 -4.17784 0.00 -0.04 -0.01
H 0.56811 1.05870 -4.44029 0.02 -0.06 -0.01
H -0.31547 3.26706 -5.07631 -0.02 -0.05 0.02
H -2.21406 4.83432 -4.97051 -0.01 -0.02 0.00
H -3.89168 4.60385 -3.16053 0.01 -0.01 0.02
H -3.58645 2.91170 -1.38389 0.03 0.03 0.01
O -2.33226 -1.24341 -3.76143 0.48 0.18 -0.06
N -2.76240 -1.35294 -2.46455 0.11 0.09 0.10
C -3.96632 -1.70244 -2.32300 -0.03 -0.03 0.14
C -4.64260 -1.89067 -1.03342 0.11 0.11 0.23
C -5.93802 -2.39823 -1.17466 0.08 0.02 -0.03
C -6.75655 -2.63630 -0.09093 -0.13 -0.07 -0.05
C -6.27972 -2.36309 1.17440 -0.05 0.01 0.10
C -5.00315 -1.85263 1.33457 0.16 0.04 -0.14
C -4.14279 -1.59714 0.25899 -0.04 -0.04 -0.39
P -2.44074 -0.95072 0.74312 -0.54 -0.79 0.65
C -1.70104 -2.44246 1.53125 0.05 0.01 -0.10
C -0.35415 -2.35737 1.90218 -0.16 0.00 0.02
C 0.29775 -3.44067 2.46805 0.05 0.02 0.02
C -0.37566 -4.64110 2.64179 -0.01 -0.05 0.04
C -1.70630 -4.74214 2.27122 -0.05 -0.02 -0.01
C -2.37021 -3.64969 1.72824 0.05 0.07 -0.02
C -3.02643 0.04337 2.17236 0.13 0.12 -0.17
C -2.80635 -0.29682 3.50052 0.03 -0.05 -0.06
C -3.36663 0.47224 4.51336 0.00 0.01 0.07
C -4.15294 1.57324 4.20469 0.04 0.03 0.01
C -4.36216 1.92304 2.87639 0.03 0.04 -0.04
C -3.79499 1.16451 1.86562 0.06 -0.02 -0.01
H -3.04850 -1.48767 -4.36826 -0.13 -0.05 -0.03
H -4.58082 -1.89745 -3.20671 -0.03 -0.02 -0.01
H -6.30117 -2.61343 -2.17249 -0.01 0.02 0.02
H -7.75474 -3.02988 -0.23513 0.04 0.01 0.00
H -6.89986 -2.53779 2.04424 0.04 0.00 0.00
H -4.66833 -1.65762 2.33882 0.05 0.05 0.13
H 0.18953 -1.43474 1.73440 0.10 0.06 -0.01
H 1.33784 -3.35870 2.76028 -0.03 0.02 -0.03
H 0.13900 -5.49762 3.06002 -0.02 0.04 -0.02
H -2.23602 -5.67895 2.39295 0.02 0.04 0.01
H -3.41009 -3.75239 1.45590 0.00 -0.03 -0.07
H -2.21249 -1.17002 3.74698 -0.02 0.03 0.01
H -3.20182 0.19975 5.54902 0.00 -0.01 -0.04
H -4.59791 2.16263 4.99669 0.01 -0.02 -0.02
H -4.96519 2.78811 2.62920 0.01 -0.02 0.01
H -3.95641 1.42962 0.82528 -0.03 0.03 0.04
N -0.48372 1.66524 2.19562 0.14 0.28 -0.46
C -0.78847 2.99134 1.93577 0.18 -0.01 -0.04
C -1.25901 3.84380 2.94332 -0.09 -0.04 0.06
C -1.60270 5.13554 2.60808 0.02 -0.09 0.03
C -1.44101 5.56748 1.29416 -0.06 0.11 -0.02
C -0.91855 4.67134 0.38446 0.03 -0.09 0.04
N -0.60303 3.40799 0.68521 0.06 -0.06 -0.12
H -0.38329 1.43950 3.17003 -0.01 -0.16 0.03
H 0.20249 1.23612 1.55911 -0.23 0.48 0.54
H -1.34617 3.48143 3.96045 -0.07 0.00 -0.02
H -1.98529 5.80655 3.36782 0.02 -0.01 -0.03
H -1.70550 6.57243 0.99341 0.06 -0.04 0.01
H -0.72327 4.97266 -0.64057 -0.07 -0.02 0.00
C 3.66276 -1.57847 1.67994 0.02 -0.01 -0.03
C 3.85467 -0.90908 0.30836 -0.31 0.03 -0.04
C 5.35185 -0.74161 0.03921 0.06 0.00 -0.01
C 3.24044 -1.88395 -0.70283 0.06 0.02 0.03
P 2.86012 0.69983 0.28144 1.04 -0.05 0.03
N 1.29855 0.35898 0.12036 -0.76 0.51 -0.31
C 3.46711 1.78901 -1.15459 -0.30 -0.19 0.04
C 2.41732 2.87509 -1.44320 0.12 0.06 0.03
C 3.57031 0.90952 -2.41255 -0.02 0.06 0.04
C 4.82554 2.45305 -0.92081 0.07 0.00 0.09
C 3.25064 1.57036 1.91964 -0.32 -0.02 -0.15
C 4.73383 1.60330 2.30265 0.10 -0.07 -0.01
C 2.78462 3.03068 1.78499 0.08 -0.02 0.14
C 2.48315 0.86645 3.06566 0.02 0.07 0.02
H 3.94183 -2.63089 1.59002 0.04 0.02 -0.03
H 2.61862 -1.54173 1.99349 0.05 -0.06 0.01
H 4.28795 -1.13857 2.45439 -0.07 -0.08 -0.02
H 5.83529 -1.70549 0.21764 -0.01 -0.01 0.00
H 5.82008 -0.01189 0.69788 0.03 -0.11 -0.09
H 5.56330 -0.46317 -0.99135 0.02 -0.03 0.06
H 3.82031 -2.81051 -0.69087 0.01 0.02 0.01
H 3.22440 -1.51391 -1.72369 0.00 -0.02 0.02
H 2.22409 -2.12385 -0.39810 -0.03 -0.05 -0.02
H 1.40849 2.47562 -1.43994 -0.13 0.02 0.03
H 2.61592 3.29687 -2.43276 0.02 -0.03 0.03
H 2.45684 3.69074 -0.72563 -0.02 0.01 -0.01
H 2.65505 0.35501 -2.59588 0.12 -0.03 -0.05
H 4.39961 0.20789 -2.36304 -0.04 0.01 -0.04
H 3.74758 1.55960 -3.27345 0.01 0.03 0.04
H 4.78517 3.22605 -0.15515 0.04 -0.04 -0.08
H 5.13004 2.93765 -1.85179 -0.02 -0.01 -0.01
H 5.60186 1.73656 -0.65402 -0.02 0.09 -0.07
H 5.35269 2.08659 1.54904 -0.01 -0.02 0.09
H 5.14051 0.61397 2.50566 -0.01 0.13 0.04
H 4.82293 2.18682 3.22281 -0.02 0.00 0.00
H 3.52695 3.63052 1.25917 -0.09 -0.01 0.04
H 2.66346 3.46696 2.77914 0.01 -0.03 -0.01
H 1.84539 3.12117 1.25797 -0.35 0.05 -0.03
H 3.10145 0.11556 3.55147 -0.03 0.05 0.00
H 1.57295 0.37624 2.72805 0.05 -0.03 0.07
H 2.21113 1.60075 3.82689 -0.01 0.03 -0.06
```
Forces are in eV/Å.

Question: Look up the largest force on an atom of the second one.
Answer: 0.089 hartree/bohr

Copy entry 2 word for word.
# C5H11NOS

The molecule C5H11NOS (ωB97M-V/def2-TZVPD, the Open Molecules 2025 dataset).

- Kohn-Sham gap (eV) = 9.97
- largest force on an atom (hartree/bohr) = 0.089
- SMILES = O=CNCCCCS
- total charge = 0
- LUMO (eV) = 0.8

Structure (XYZ):
```
19
Properties=species:S:1:pos:R:3:forces:R:3
O 0.60967 3.18835 -1.97554 -0.37 2.42 -0.97
C -0.13017 3.49797 -1.06187 1.12 -3.79 1.05
N -0.38586 2.38844 -0.22345 -0.57 1.10 0.37
C 0.25836 1.11819 -0.61562 -0.92 -0.87 -0.27
C 0.86457 0.40559 0.58643 1.01 -1.42 -1.80
C 0.67834 -1.12755 0.60515 4.06 -0.64 -1.99
C -0.67350 -1.65141 0.93983 0.64 -1.11 1.71
S -0.55780 -3.50466 0.76775 1.36 0.96 2.36
H -0.48384 4.48440 -0.75664 -0.22 0.03 -0.15
H -1.02249 2.37461 0.61600 1.13 0.23 -1.54
H -0.47441 0.48309 -1.17805 0.24 0.32 0.68
H 1.08792 1.17711 -1.34908 -0.85 0.91 0.53
H 0.70577 0.83725 1.51479 -1.25 0.84 1.90
H 1.92589 0.62183 0.48328 0.36 -0.40 0.05
H 1.09776 -1.63279 -0.42491 -1.56 1.54 1.85
H 1.56289 -1.53707 1.19802 -1.59 0.29 0.14
H -0.92872 -1.49592 2.01812 0.34 -0.11 -0.75
H -1.39218 -1.08013 0.41590 -1.13 -0.13 -1.03
H -1.31567 -3.84038 -0.17642 -1.80 -0.18 -2.14
```
Forces are in eV/Å.

Question: What is the total charge in the fourth record?
Answer: +1

Question: Which value of total charge does entry 4 give?
Answer: +1